{
  "formula": "C3H6N3",
  "method": "ωB97M-V/def2-TZVPD",
  "homo_lumo_gap_ev": 10.8,
  "e_tot_ev": -7669.848,
  "e_homo_ha": -0.5483,
  "total_charge": 1,
  "fmax_ev_per_a": 7.29,
  "de_lowest_kcal_mol": 35.24,
  "symbols": ["N", "N", "N", "C", "C", "C", "H", "H", "H", "H", "H", "H"],
  "positions_angstrom": [[1.095, 0.755, 1.380], [-0.358, -0.934, 1.104], [-0.313, -0.234, 0.027], [-1.026, -0.662, -1.118], [0.633, 0.744, 0.106], [0.663, -0.279, 2.006], [0.718, -0.584, 3.081], [-0.117, -0.739, -1.735], [0.810, 1.663, -0.489], [-1.372, -1.643, -0.851], [-1.704, 0.048, -1.609], [1.959, 1.302, 1.574]]
}



{
  "formula": "C3H6N3",
  "method": "ωB97M-V/def2-TZVPD",
  "homo_lumo_gap_ev": 8.8,
  "e_tot_ev": -7666.151,
  "e_homo_ha": -0.5585,
  "total_charge": 1,
  "fmax_ev_per_a": 6.48,
  "de_lowest_kcal_mol": 120.50,
  "symbols": ["N", "N", "N", "C", "C", "C", "H", "H", "H", "H", "H", "H"],
  "positions_angstrom": [[0.917, -0.521, 0.906], [2.014, 0.016, 1.309], [0.394, -0.133, -0.163], [-0.770, -0.664, -0.596], [-1.690, 0.504, -1.022], [3.031, 0.303, 1.827], [-2.324, 0.806, -0.066], [-2.541, 0.329, -1.826], [-1.305, -1.383, 0.141], [-0.548, -1.256, -1.575], [3.884, 0.626, 2.502], [-1.062, 1.372, -1.438]]
}



{
  "formula": "C3H6N3O",
  "method": "ωB97M-V/def2-TZVPD",
  "homo_lumo_gap_ev": [7.2, 8.0],
  "e_tot_ev": -9710.238,
  "e_homo_ha": [-0.4394, -0.5962],
  "total_charge": 1,
  "fmax_ev_per_a": 6.19,
  "spin_multiplicity": 3,
  "de_lowest_kcal_mol": 100.21,
  "symbols": ["O", "N", "N", "N", "C", "C", "C", "H", "H", "H", "H", "H", "H"],
  "positions_angstrom": [[2.738, -0.706, 0.046], [1.675, -0.112, 0.036], [-0.512, 0.045, -0.072], [0.543, -0.739, -0.019], [-1.813, -0.541, 0.103], [-0.025, 1.298, 0.007], [1.330, 1.232, -0.011], [0.972, -2.199, -0.519], [-2.392, 0.211, 0.561], [-2.359, -0.957, -0.846], [2.167, 1.868, 0.048], [-0.605, 2.137, 0.065], [-1.717, -1.538, 0.600]]
}



{
  "formula": "C3H6N3O2",
  "method": "ωB97M-V/def2-TZVPD",
  "homo_lumo_gap_ev": 8.7,
  "e_tot_ev": -11760.030,
  "e_homo_ha": -0.4750,
  "total_charge": 1,
  "fmax_ev_per_a": 4.16,
  "de_lowest_kcal_mol": 143.19,
  "symbols": ["O", "O", "N", "N", "N", "C", "C", "C", "H", "H", "H", "H", "H", "H"],
  "positions_angstrom": [[-3.177, -0.013, -0.467], [-2.430, 0.826, 0.338], [1.631, -0.880, 0.198], [-0.853, -0.742, 0.024], [2.268, 0.149, 0.262], [2.998, 0.982, -0.329], [0.444, -1.363, 0.112], [-1.228, 0.416, 0.416], [3.573, 1.767, 0.217], [-0.555, 1.135, 1.095], [2.898, 1.105, -1.402], [-1.622, -1.376, -0.463], [0.155, -2.386, 0.424], [-4.101, 0.379, -0.425]]
}



{
  "formula": "C3H6N3O4",
  "method": "ωB97M-V/def2-TZVPD",
  "homo_lumo_gap_ev": [10.3, 10.3],
  "e_tot_ev": -15853.170,
  "e_homo_ha": [-0.5744, -0.5744],
  "total_charge": 1,
  "fmax_ev_per_a": 4.22,
  "de_lowest_kcal_mol": 120.63,
  "symbols": ["O", "O", "O", "O", "N", "N", "N", "C", "C", "C", "H", "H", "H", "H", "H", "H"],
  "positions_angstrom": [[-0.289, 0.946, 2.145], [-0.398, -1.347, -1.813], [-0.451, 0.214, -0.199], [1.626, 0.560, 3.149], [1.548, 0.601, 1.013], [0.970, 0.321, -0.184], [0.817, 0.663, 2.292], [-2.440, -0.706, -0.579], [-1.029, -0.817, -0.939], [1.697, 0.293, -1.232], [2.718, 0.679, -1.354], [-2.605, 0.307, -0.298], [-2.667, -1.212, 0.327], [-3.158, -1.139, -1.268], [2.589, 0.500, 1.080], [1.073, 0.138, -2.140]]
}



{
  "formula": "C3H6N3P",
  "method": "ωB97M-V/def2-TZVPD",
  "homo_lumo_gap_ev": 8.4,
  "e_tot_ev": -16964.367,
  "e_homo_ha": -0.3307,
  "fmax_ev_per_a": 4.02,
  "de_lowest_kcal_mol": 68.98,
  "symbols": ["P", "N", "N", "N", "C", "C", "C", "H", "H", "H", "H", "H", "H"],
  "positions_angstrom": [[-1.707, -0.923, 0.157], [0.437, -0.378, 0.153], [0.761, 0.935, 0.036], [2.025, 1.038, 0.241], [1.520, -1.115, 0.398], [2.582, -0.156, 0.402], [-2.171, 0.524, -0.861], [1.610, -2.132, 0.488], [-3.078, 0.949, -0.541], [-2.369, 0.265, -1.821], [3.679, -0.158, 0.528], [-1.589, 1.390, -0.542], [-1.701, -0.239, 1.361]]
}



{
  "formula": "C3H6N3P",
  "method": "ωB97M-V/def2-TZVPD",
  "homo_lumo_gap_ev": [7.0, 7.3],
  "e_tot_ev": -16960.383,
  "e_homo_ha": [-0.2222, -0.3311],
  "fmax_ev_per_a": 3.95,
  "spin_multiplicity": 3,
  "de_lowest_kcal_mol": 62.53,
  "symbols": ["P", "N", "N", "N", "C", "C", "C", "H", "H", "H", "H", "H", "H"],
  "positions_angstrom": [[0.164, -0.880, 1.703], [1.021, 0.906, -0.103], [0.199, 0.642, 0.848], [0.636, -2.101, 0.558], [-1.635, 0.717, -0.220], [-0.958, 1.162, -1.226], [0.529, 1.264, -1.218], [0.068, -2.988, 0.748], [-1.452, 1.609, -2.106], [1.065, 1.905, -1.948], [1.571, -2.423, 0.485], [1.329, -0.644, 2.191], [-2.536, 0.830, 0.287]]
}



{
  "formula": "C3H6N3PS",
  "method": "ωB97M-V/def2-TZVPD",
  "homo_lumo_gap_ev": 8.5,
  "e_tot_ev": -27799.147,
  "e_homo_ha": -0.3008,
  "fmax_ev_per_a": 5.05,
  "de_lowest_kcal_mol": 16.77,
  "symbols": ["S", "P", "N", "N", "N", "C", "C", "C", "H", "H", "H", "H", "H", "H"],
  "positions_angstrom": [[0.235, 2.047, 0.317], [1.260, -0.343, 1.133], [-0.266, -0.453, 0.234], [-1.142, -1.424, 0.296], [-0.801, 0.743, 0.015], [-2.062, 0.586, -0.255], [-2.269, -0.813, -0.060], [2.331, 0.156, -0.414], [-2.911, 1.334, -0.543], [3.380, -0.255, -0.398], [1.337, -1.702, 0.995], [-3.185, -1.206, 0.005], [1.625, 0.111, -1.156], [2.467, 1.219, -0.169]]
}



{
  "formula": "C3H6N3S3",
  "method": "ωB97M-V/def2-TZVPD",
  "homo_lumo_gap_ev": [6.1, 6.1],
  "e_tot_ev": -40181.400,
  "e_homo_ha": [-0.1116, -0.1116],
  "total_charge": -1,
  "fmax_ev_per_a": 3.81,
  "de_lowest_kcal_mol": 0.96,
  "symbols": ["S", "S", "S", "N", "N", "N", "C", "C", "C", "H", "H", "H", "H", "H", "H"],
  "positions_angstrom": [[-1.727, 1.886, 0.929], [2.572, -1.370, 0.963], [2.785, 1.623, -0.268], [1.369, -0.491, 0.154], [1.385, 0.777, -0.311], [0.350, 1.363, -0.783], [-1.060, 0.785, -0.374], [0.207, -1.261, -0.402], [-1.010, -0.639, 0.051], [-0.966, -0.727, 1.133], [-0.801, 1.585, 2.009], [0.086, -1.100, -1.577], [0.588, -2.253, -0.010], [-1.869, -1.219, -0.429], [-1.910, 1.041, -1.085]]
}



{
  "formula": "C3H6N4",
  "method": "ωB97M-V/def2-TZVPD",
  "homo_lumo_gap_ev": 9.3,
  "e_tot_ev": -9167.580,
  "e_homo_ha": -0.3157,
  "fmax_ev_per_a": 1.79,
  "de_lowest_kcal_mol": 29.43,
  "symbols": ["N", "N", "N", "N", "C", "C", "C", "H", "H", "H", "H", "H", "H"],
  "positions_angstrom": [[-0.105, -0.662, 0.058], [-1.302, -1.346, -0.036], [0.719, 1.559, -0.106], [-2.245, -0.458, -0.029], [-0.343, 0.670, 0.029], [-1.724, 0.768, 0.016], [1.146, -1.386, -0.041], [1.526, 1.401, 0.550], [-2.376, 1.649, -0.002], [0.859, -2.399, -0.350], [1.684, -1.459, 0.899], [0.423, 2.530, -0.181], [1.738, -0.867, -0.806]]
}



{
  "formula": "C3H6N4",
  "method": "ωB97M-V/def2-TZVPD",
  "homo_lumo_gap_ev": 8.8,
  "e_tot_ev": -9166.421,
  "e_homo_ha": -0.2941,
  "fmax_ev_per_a": 4.92,
  "de_lowest_kcal_mol": 56.15,
  "symbols": ["N", "N", "N", "N", "C", "C", "C", "H", "H", "H", "H", "H", "H"],
  "positions_angstrom": [[2.108, -0.601, 0.004], [-1.621, -1.051, -0.020], [-0.090, -0.577, -0.165], [-0.772, 1.603, 0.064], [1.625, 0.706, 0.021], [1.021, -1.371, -0.140], [0.304, 0.735, -0.086], [0.905, -2.493, -0.139], [-1.510, 1.323, -0.488], [-1.414, -2.050, 0.260], [-0.711, 2.671, 0.028], [-2.084, -0.505, 0.678], [2.239, 1.611, -0.017]]
}



{
  "formula": "C3H6N4",
  "method": "ωB97M-V/def2-TZVPD",
  "homo_lumo_gap_ev": 10.8,
  "e_tot_ev": -9148.687,
  "e_homo_ha": -0.7988,
  "total_charge": 2,
  "fmax_ev_per_a": 4.63,
  "de_lowest_kcal_mol": 17.91,
  "symbols": ["N", "N", "N", "N", "C", "C", "C", "H", "H", "H", "H", "H", "H"],
  "positions_angstrom": [[-2.261, -1.007, -0.078], [-0.366, 0.328, 0.053], [1.581, 1.688, -0.053], [2.277, -1.692, -0.010], [1.867, -0.631, -0.091], [0.952, 0.532, -0.035], [-0.983, -0.862, 0.052], [1.096, 2.599, 0.062], [2.579, 1.849, -0.097], [-0.408, -1.734, 0.112], [-2.366, -2.014, 0.124], [-0.946, 1.266, 0.127], [-3.021, -0.320, -0.166]]
}



{
  "formula": "C3H6N4O",
  "method": "ωB97M-V/def2-TZVPD",
  "homo_lumo_gap_ev": 9.3,
  "e_tot_ev": -11209.571,
  "e_homo_ha": -0.3493,
  "fmax_ev_per_a": 7.88,
  "de_lowest_kcal_mol": 166.17,
  "symbols": ["O", "N", "N", "N", "N", "C", "C", "C", "H", "H", "H", "H", "H", "H"],
  "positions_angstrom": [[1.271, 2.159, -0.170], [-0.495, 0.747, -0.451], [1.268, 0.233, 1.060], [-1.177, -0.511, 0.025], [1.780, -1.010, 0.625], [1.552, -1.477, -0.615], [0.761, 1.096, -0.003], [-2.586, -0.244, 0.377], [2.183, -2.403, -1.260], [-2.969, -1.124, 0.742], [1.974, 0.896, 1.287], [0.936, -0.877, -1.362], [-1.186, 1.639, -0.479], [-3.312, 0.878, 0.225]]
}



{
  "formula": "C3H6N4O",
  "method": "ωB97M-V/def2-TZVPD",
  "homo_lumo_gap_ev": 9.4,
  "e_tot_ev": -11211.646,
  "e_homo_ha": -0.3303,
  "fmax_ev_per_a": 10.51,
  "de_lowest_kcal_mol": 118.32,
  "symbols": ["O", "N", "N", "N", "N", "C", "C", "C", "H", "H", "H", "H", "H", "H"],
  "positions_angstrom": [[0.923, -1.118, 1.139], [0.498, 1.462, -0.564], [0.194, -1.890, -1.006], [1.006, 1.398, 0.550], [-1.500, -1.353, 0.476], [-0.699, 2.091, -0.769], [-0.286, -1.356, 0.197], [1.203, 0.284, 1.195], [-1.538, -1.417, 1.573], [-0.910, 2.847, -0.042], [1.761, 0.345, 2.191], [1.105, -1.539, -1.322], [-1.175, 2.161, -1.715], [-0.582, -1.915, -1.904]]
}



{
  "formula": "C3H6N4O",
  "method": "ωB97M-V/def2-TZVPD",
  "homo_lumo_gap_ev": 9.0,
  "e_tot_ev": -11211.031,
  "e_homo_ha": -0.3211,
  "fmax_ev_per_a": 8.59,
  "de_lowest_kcal_mol": 132.49,
  "symbols": ["O", "N", "N", "N", "N", "C", "C", "C", "H", "H", "H", "H", "H", "H"],
  "positions_angstrom": [[-2.691, 0.144, 0.065], [-0.486, -0.362, 0.413], [0.590, 1.434, -0.148], [-0.764, -1.595, -0.195], [0.678, 0.196, 0.013], [-1.465, 0.669, 0.098], [-0.687, 1.919, 0.041], [1.895, -0.280, 0.110], [-1.344, -1.525, -1.061], [-0.915, 3.040, -0.153], [2.627, 0.273, -0.464], [2.055, -1.328, -0.352], [-1.687, -2.148, 0.476], [2.194, -0.436, 1.157]]
}



{
  "formula": "C3H6N4O",
  "method": "ωB97M-V/def2-TZVPD",
  "homo_lumo_gap_ev": 8.7,
  "e_tot_ev": -11212.156,
  "e_homo_ha": -0.2969,
  "fmax_ev_per_a": 3.74,
  "de_lowest_kcal_mol": 106.54,
  "symbols": ["O", "N", "N", "N", "N", "C", "C", "C", "H", "H", "H", "H", "H", "H"],
  "positions_angstrom": [[1.685, -1.288, 0.014], [1.160, 0.921, 0.073], [-1.550, 0.207, -0.535], [2.823, -0.500, -0.331], [-0.497, -0.721, -0.197], [2.397, 0.767, -0.075], [0.654, -0.328, -0.060], [-2.809, -0.200, 0.090], [-3.453, 0.858, 0.301], [-2.637, -0.668, 1.102], [3.582, -0.785, 0.369], [3.132, 1.620, 0.075], [-1.262, 1.147, -0.333], [-3.228, -1.030, -0.493]]
}



{
  "formula": "C3H6N4O",
  "method": "ωB97M-V/def2-TZVPD",
  "homo_lumo_gap_ev": 10.7,
  "e_tot_ev": -11213.074,
  "e_homo_ha": -0.3633,
  "fmax_ev_per_a": 2.64,
  "de_lowest_kcal_mol": 85.39,
  "symbols": ["O", "N", "N", "N", "N", "C", "C", "C", "H", "H", "H", "H", "H", "H"],
  "positions_angstrom": [[-0.169, 1.144, -0.920], [-0.043, 0.353, -2.115], [2.565, -0.689, 0.095], [-0.995, -1.347, 1.483], [-0.154, 1.189, 1.373], [-0.703, -0.922, 0.328], [1.470, -0.352, 0.148], [0.041, 0.396, 0.239], [-0.583, 0.880, -2.802], [-1.016, -1.315, -0.642], [0.947, 0.383, -2.381], [-1.528, -2.214, 1.500], [0.537, 1.910, 1.520], [-0.368, 0.584, 2.173]]
}



{
  "formula": "C3H6N4O",
  "method": "ωB97M-V/def2-TZVPD",
  "homo_lumo_gap_ev": 10.1,
  "e_tot_ev": -11213.582,
  "e_homo_ha": -0.3537,
  "fmax_ev_per_a": 2.39,
  "de_lowest_kcal_mol": 73.67,
  "symbols": ["O", "N", "N", "N", "N", "C", "C", "C", "H", "H", "H", "H", "H", "H"],
  "positions_angstrom": [[1.254, -1.682, -0.197], [-3.130, 0.273, -0.436], [0.280, 1.690, 0.298], [0.378, -0.610, -0.223], [2.327, 0.724, -0.179], [-2.096, -0.135, -0.089], [-0.855, -0.734, 0.583], [1.076, 0.618, -0.045], [0.594, 2.598, -0.070], [1.582, -1.598, 0.672], [-0.810, -0.189, 1.564], [-0.711, 1.549, 0.128], [2.810, -0.136, -0.420], [-1.233, -1.801, 0.794]]
}



{
  "formula": "C3H6N4O",
  "method": "ωB97M-V/def2-TZVPD",
  "homo_lumo_gap_ev": [8.7, 6.9],
  "e_tot_ev": -11209.309,
  "e_homo_ha": [-0.2885, -0.3900],
  "fmax_ev_per_a": 3.76,
  "spin_multiplicity": 3,
  "de_lowest_kcal_mol": 30.03,
  "symbols": ["O", "N", "N", "N", "N", "C", "C", "C", "H", "H", "H", "H", "H", "H"],
  "positions_angstrom": [[-0.317, 0.936, -0.973], [1.738, -0.366, -1.066], [2.373, 0.231, 0.968], [1.158, 0.265, 1.076], [2.721, -0.145, -0.377], [-0.355, -1.347, 0.089], [0.542, -0.106, -0.231], [-1.438, 1.321, -0.164], [0.353, -2.087, 0.705], [-1.591, 2.324, -0.582], [-0.699, -1.773, -0.924], [-2.195, 0.494, -0.216], [-1.213, -1.170, 0.747], [-1.076, 1.425, 0.950]]
}



{
  "formula": "C3H6N4O2S2",
  "method": "ωB97M-V/def2-TZVPD",
  "homo_lumo_gap_ev": 8.2,
  "e_tot_ev": -34928.072,
  "e_homo_ha": -0.3135,
  "fmax_ev_per_a": 3.91,
  "de_lowest_kcal_mol": 100.16,
  "symbols": ["S", "S", "O", "O", "N", "N", "N", "N", "C", "C", "C", "H", "H", "H", "H", "H", "H"],
  "positions_angstrom": [[-2.144, -1.688, 0.377], [1.460, -3.475, -0.814], [-0.730, -2.255, -0.628], [-2.102, -2.491, 1.579], [1.112, 0.699, 0.059], [1.887, 1.450, -0.287], [-1.393, 1.012, 0.447], [-1.392, -0.206, 0.895], [0.354, -2.553, -0.030], [2.695, 2.468, -0.402], [-1.566, 1.214, -0.796], [2.212, 3.414, -0.294], [-1.531, 2.237, -1.111], [0.466, -2.307, 1.105], [-2.140, 0.432, -1.376], [-0.981, -0.313, 1.830], [3.794, 2.361, -0.554]]
}